The following is a DFT calculation (the ωB97M-V functional and the def2-TZVPD basis) of C36H55BN9O5Si4TeTi as an isolated structure.

Element x y z (Å)
1 Ti 0.2485 0.3318 0.2275
2 C -2.6398 -0.2852 2.8233
3 C -2.6165 -0.9773 1.4986
4 C -3.6565 -1.7982 1.0390
5 C -3.2748 -2.2131 -0.2118
6 N -2.0795 -1.6811 -0.4863
7 N -1.6527 -0.9068 0.5686
8 B -1.3211 -1.8941 -1.8235
9 N -1.3763 -0.6257 -2.6999
10 C -0.9191 -0.4711 -3.9609
11 C -0.9928 0.8670 -4.2706
12 C -1.4909 1.4735 -3.0981
13 C -1.7083 2.9273 -2.8084
14 N -1.7211 0.5634 -2.1678
15 N 0.1413 -2.2954 -1.5475
16 C 0.8705 -3.1524 -2.2697
17 C 2.1102 -3.2540 -1.6906
18 C 2.0744 -2.3858 -0.5870
19 C 3.1941 -2.2253 0.3971
20 N 0.8721 -1.7937 -0.5082
21 N -2.0227 -3.0274 -2.6202
22 C -3.0198 -2.8680 -3.5233
23 C -3.5517 -4.1078 -3.7851
24 C -2.8093 -4.9903 -2.9642
25 C -2.9608 -6.4731 -2.8099
26 N -1.9015 -4.3336 -2.2633
27 H -3.6856 -0.1505 3.1218
28 H -2.1312 -0.8861 3.5734
29 H -2.1532 0.6847 2.7957
30 H -4.5651 -2.0430 1.5686
31 H -3.7781 -2.8580 -0.9166
32 H -0.5645 -1.3142 -4.5370
33 H -0.6845 1.3485 -5.1881
34 H -2.7631 3.2024 -2.8908
35 H -1.3796 3.1561 -1.7935
36 H -1.1359 3.5410 -3.5063
37 H 0.4491 -3.6555 -3.1255
38 H 2.9400 -3.8694 -2.0033
39 H 3.7644 -3.1563 0.4219
40 H 3.8812 -1.4262 0.1221
41 H 2.8224 -2.0032 1.3933
42 H -3.2715 -1.8908 -3.9077
43 H -4.3551 -4.3493 -4.4652
44 H -3.2614 -6.9365 -3.7513
45 H -2.0182 -6.9135 -2.4828
46 H -3.7188 -6.7144 -2.0605
47 O 5.2506 2.1204 -2.6307
48 C 4.2735 1.7626 -2.0723
49 C 2.8436 1.7952 -2.6445
50 O 2.5339 2.1715 -3.7343
51 C 2.0277 1.2697 -1.5509
52 C 2.7836 0.9453 -0.4305
53 O 2.1199 0.5082 0.5622
54 C 4.2129 1.1825 -0.6469
55 O 5.1522 0.9806 0.0623
56 O 0.7630 1.0530 -1.4442
57 C -2.0332 -1.7408 6.3438
58 Si -0.1529 -1.8958 6.4524
59 C 0.2836 -3.5915 5.7821
60 C 0.2502 -1.9187 8.2978
61 Si 0.9075 -0.2349 5.2097
62 Te 0.7351 -0.7691 2.8417
63 Si 0.0554 1.8019 5.9390
64 C -1.6716 2.1619 5.3185
65 C -0.0102 1.8370 7.8284
66 C 1.1288 3.2453 5.4180
67 Si 3.1763 -0.3154 5.7124
68 C 4.1411 0.9202 4.6910
69 C 3.8066 -2.0300 5.2760
70 C 3.6478 -0.0213 7.5195
71 H -2.5099 -2.1927 7.2235
72 H -2.4157 -2.2405 5.4458
73 H -2.3447 -0.6902 6.2917
74 H -0.4072 -4.3558 6.1603
75 H 1.3080 -3.8822 6.0516
76 H 0.2241 -3.5709 4.6856
77 H -0.1510 -2.8277 8.7619
78 H -0.1819 -1.0484 8.8086
79 H 1.3347 -1.8948 8.4711
80 H -2.3710 1.3475 5.5456
81 H -1.6589 2.3018 4.2298
82 H -2.0549 3.0822 5.7782
83 H -0.7638 1.1353 8.2121
84 H -0.2644 2.8433 8.1871
85 H 0.9583 1.5503 8.2630
86 H 1.1251 3.3361 4.3258
87 H 2.1688 3.1111 5.7428
88 H 0.7506 4.1813 5.8471
89 H 3.9502 0.7624 3.6210
90 H 5.2185 0.8125 4.8683
91 H 3.8543 1.9520 4.9288
92 H 3.4486 -2.3077 4.2761
93 H 3.4341 -2.7804 5.9865
94 H 4.9040 -2.0632 5.2772
95 H 3.2743 0.9459 7.8839
96 H 4.7404 -0.0248 7.6225
97 H 3.2394 -0.8029 8.1724
98 C -3.1247 1.9833 0.2521
99 C -1.9610 2.5463 1.0207
100 C -2.0626 3.6445 1.8401
101 C -0.7521 3.9401 2.3027
102 C 0.0880 3.0027 1.7547
103 C 1.5784 3.0235 1.9250
104 N -0.6365 2.1052 0.9613
105 H -3.5720 2.7708 -0.3637
106 H -3.9051 1.6235 0.9302
107 H -2.8461 1.1778 -0.4139
108 H -2.9785 4.1804 2.0605
109 H -0.4476 4.7536 2.9517
110 H 1.8429 3.9257 2.4811
111 H 2.0997 3.0729 0.9664
112 H 1.9617 2.1572 2.4654

Values from the calculation:
* HOMO level (alpha / beta): -0.067 / -0.067 Eh
* molecular weight: 992.52 g/mol
* multiplicity: 2
* LUMO energy (alpha / beta): 4.008 / 4.008 eV
* energy relative to the best compared isomer or geometry (same formula, charge and spin): 5.8 kcal per mole
* orbital gap (alpha / beta): 0.214 / 0.214 Ha
* net charge: -2



The following is a DFT calculation (the ωB97M-V functional and the def2-TZVPD basis) of C36H55MnN4OP2 as an isolated structure.

Element x y z (Å)
1 C 2.2672 -1.9833 -1.0178
2 C 1.8622 0.1212 -2.0325
3 C 3.1000 -2.3572 -2.0786
4 C 2.6734 -0.2214 -3.1276
5 C 3.3156 -1.4608 -3.1378
6 H 3.5563 -3.3509 -2.0811
7 H 2.7879 0.4838 -3.9553
8 H 3.9626 -1.7420 -3.9748
9 N 1.7021 -0.7418 -0.9848
10 P 0.1414 -2.5386 0.6966
11 P 0.9280 2.0611 -0.2264
12 C 1.8879 -2.9305 0.0927
13 H 2.0415 -3.9772 -0.2212
14 H 2.5210 -2.7436 0.9814
15 C 0.9927 1.3393 -1.9871
16 H 1.2707 2.0597 -2.7703
17 C -0.3786 3.4794 -0.3447
18 C 2.6656 2.8069 0.0766
19 C -1.0353 -3.3483 -0.5799
20 C 0.0311 -3.4871 2.3567
21 C -1.6762 3.0461 0.3742
22 H -1.5651 3.1119 1.4671
23 H -2.4800 3.7410 0.0661
24 H -1.9824 2.0206 0.1277
25 C 0.1287 4.7338 0.3977
26 H 0.2559 4.5402 1.4762
27 H 1.0732 5.1274 -0.0084
28 H -0.6341 5.5267 0.2899
29 C -0.7011 3.8247 -1.8129
30 H -1.0960 4.8570 -1.8572
31 H 0.1845 3.7779 -2.4669
32 H -1.4772 3.1590 -2.2236
33 C 2.7191 3.4087 1.4997
34 H 1.8929 3.0291 2.1205
35 H 3.6686 3.0989 1.9750
36 H 2.6873 4.5068 1.5026
37 C 3.6982 1.6574 0.0266
38 H 3.3239 0.7440 0.5123
39 H 3.9983 1.4141 -1.0043
40 H 4.6029 1.9858 0.5708
41 C 3.0697 3.8517 -0.9817
42 H 2.2893 3.9701 -1.7539
43 H 3.2815 4.8412 -0.5474
44 H 3.9904 3.5089 -1.4900
45 C -1.3637 -3.2491 2.9718
46 H -1.2639 -3.2061 4.0723
47 H -1.7895 -2.2892 2.6336
48 H -2.0754 -4.0554 2.7334
49 C 1.0758 -2.8979 3.3244
50 H 2.0826 -2.8452 2.8795
51 H 0.7941 -1.8873 3.6556
52 H 1.1349 -3.5558 4.2119
53 C 0.3204 -4.9959 2.2090
54 H 0.9745 -5.3129 3.0427
55 H -0.5850 -5.6174 2.2409
56 H 0.8606 -5.2130 1.2716
57 C -0.8241 -2.6245 -1.9278
58 H -0.6889 -3.3319 -2.7636
59 H -1.7253 -2.0206 -2.1424
60 H 0.0349 -1.9394 -1.8830
61 C -2.4771 -3.0599 -0.1021
62 H -2.5463 -2.0205 0.2629
63 H -3.1656 -3.1810 -0.9600
64 H -2.8037 -3.7493 0.6918
65 C -0.8249 -4.8549 -0.8130
66 H 0.1997 -5.0826 -1.1566
67 H -1.0397 -5.4602 0.0819
68 H -1.5198 -5.1850 -1.6081
69 Mn 0.3408 -0.1320 0.6327
70 C 1.7265 -0.1535 1.9769
71 O 2.5027 -0.0692 2.8640
72 N -0.9273 0.1102 -1.0928
73 C -0.4626 0.7400 -2.1059
74 C -1.1984 0.8751 -3.3939
75 C -2.6121 0.8595 -3.3586
76 C -0.5634 1.0072 -4.6476
77 C -3.3600 0.9773 -4.5319
78 H -3.0900 0.7498 -2.3803
79 C -1.3150 1.1209 -5.8260
80 H 0.5289 1.0140 -4.7136
81 C -2.7152 1.1087 -5.7744
82 H -4.4545 0.9680 -4.4823
83 H -0.8018 1.2190 -6.7890
84 H -3.3017 1.2005 -6.6948
85 C -0.9710 1.4935 5.6853
86 C -1.3217 1.0584 4.2946
87 C -2.5426 0.6920 3.8076
88 C -2.3090 0.3420 2.4814
89 N -0.9728 0.4442 2.2028
90 N -0.4252 0.9375 3.3168
91 C -3.4161 -0.0784 1.5873
92 H -1.5419 2.3977 5.9709
93 H -1.1864 0.6688 6.3975
94 H 0.1170 1.7205 5.7530
95 H -3.4800 0.6812 4.3481
96 H 0.5679 1.1817 3.4783
97 H -3.8338 -1.0496 1.9349
98 H -4.2243 0.6791 1.6492
99 H -3.0903 -0.0831 0.5367

Values from the calculation:
* HOMO level (alpha / beta): -0.621 / -0.619 Eh
* molecular weight: 676.75 g/mol
* multiplicity: 4
* LUMO energy (alpha / beta): -10.174 / -10.969 eV
* orbital gap (alpha / beta): 0.247 / 0.216 Ha
* net charge: +3



The following is a DFT calculation (the ωB97M-V functional and the def2-TZVPD basis) of C36H55N4OP2Re as an isolated structure.

Element x y z (Å)
1 C -1.9127 -1.4050 -1.8913
2 C 0.3993 -1.6985 -1.9408
3 C -2.0998 -2.4020 -2.8495
4 C 0.2716 -2.7703 -2.8438
5 C -1.0022 -3.1519 -3.2498
6 H -3.1027 -2.5582 -3.2421
7 H 1.1778 -3.2188 -3.2590
8 H -1.1213 -4.0036 -3.9188
9 N -0.7290 -1.3350 -1.2498
10 P -2.6804 0.2764 0.1753
11 P 3.4464 -0.7637 -0.4508
12 C -2.9013 -0.2941 -1.6053
13 H -2.7027 0.5659 -2.2766
14 H -3.9259 -0.6099 -1.8491
15 C 0.0528 1.4038 1.7297
16 O 0.4669 2.2001 2.5020
17 C 1.5227 -0.7713 -1.9767
18 H 2.2808 -1.0416 -2.7185
19 C 4.5417 0.4864 -1.2509
20 C 3.8914 -0.7897 1.3783
21 C -3.1991 2.1002 0.1724
22 C -4.0177 -0.8711 0.9072
23 C 4.0319 1.8864 -0.8614
24 H 3.8171 2.0059 0.2043
25 H 4.8015 2.6190 -1.1391
26 H 3.1082 2.1248 -1.4030
27 C 6.0174 0.2299 -0.8639
28 H 6.2395 0.2622 0.2071
29 H 6.3310 -0.7522 -1.2456
30 H 6.6169 1.0036 -1.3602
31 C 4.4762 0.3427 -2.7893
32 H 5.3806 0.8079 -3.2073
33 H 4.4624 -0.7112 -3.0866
34 H 3.6159 0.8623 -3.2287
35 C 4.3491 0.5399 1.9982
36 H 3.5118 1.2414 2.0997
37 H 4.7148 0.3274 3.0145
38 H 5.1609 1.0278 1.4530
39 C 2.6364 -1.2255 2.1449
40 H 1.8421 -0.4656 2.0663
41 H 2.2357 -2.1773 1.7756
42 H 2.8635 -1.3448 3.2174
43 C 4.9707 -1.8827 1.5222
44 H 5.8947 -1.6374 0.9853
45 H 5.2108 -2.0081 2.5868
46 H 4.5993 -2.8411 1.1355
47 C -4.3069 -0.4114 2.3379
48 H -4.9064 -1.1943 2.8298
49 H -3.3806 -0.2860 2.9172
50 H -4.8886 0.5223 2.3680
51 C -3.4465 -2.2943 0.9216
52 H -3.2238 -2.6601 -0.0904
53 H -2.5309 -2.3502 1.5186
54 H -4.1924 -2.9642 1.3761
55 C -5.3356 -0.9358 0.1089
56 H -6.0735 -1.4623 0.7355
57 H -5.7526 0.0460 -0.1286
58 H -5.2362 -1.5133 -0.8190
59 C -2.2638 2.8613 -0.7759
60 H -2.3808 2.5539 -1.8216
61 H -2.4853 3.9346 -0.6942
62 H -1.2102 2.7268 -0.5037
63 C -3.0495 2.6743 1.5876
64 H -2.0030 2.7088 1.9117
65 H -3.4231 3.7071 1.5647
66 H -3.6328 2.1165 2.3289
67 C -4.6454 2.2516 -0.2944
68 H -4.8204 1.8061 -1.2822
69 H -5.3587 1.8427 0.4301
70 H -4.8615 3.3267 -0.3750
71 Re -0.4655 0.0775 0.4647
72 N 0.4851 0.9470 -0.8199
73 C 1.1211 0.5679 -1.9176
74 C 1.0224 1.4441 -3.1109
75 C 0.8645 2.8325 -2.9625
76 C 0.9410 0.8694 -4.4014
77 C 0.7248 3.6447 -4.0937
78 H 0.8751 3.2624 -1.9577
79 C 0.7776 1.6897 -5.5169
80 H 0.9991 -0.2158 -4.5152
81 C 0.6838 3.0768 -5.3722
82 H 0.6474 4.7255 -3.9692
83 H 0.7191 1.2319 -6.5132
84 H 0.5778 3.7123 -6.2560
85 C -1.4116 -0.3769 6.0019
86 C -1.0834 -0.9740 4.7000
87 C -0.6901 -2.2406 4.3140
88 C -0.5030 -2.2265 2.9264
89 N -0.7709 -0.9733 2.4713
90 N -1.1216 -0.2481 3.5676
91 C -0.0956 -3.3555 2.0819
92 H -2.3987 0.1059 6.0025
93 H -1.4228 -1.1673 6.7590
94 H -0.6706 0.3743 6.3089
95 H -0.5612 -3.0895 4.9657
96 H -1.4173 0.7294 3.5479
97 H 0.1381 -3.0558 1.0534
98 H 0.7879 -3.8411 2.5204
99 H -0.8895 -4.1176 2.0516

Values from the calculation:
* HOMO level (alpha / beta): -0.590 / -0.618 Eh
* molecular weight: 808.02 g/mol
* multiplicity: 4
* LUMO energy (alpha / beta): -10.642 / -11.272 eV
* orbital gap (alpha / beta): 0.199 / 0.204 Ha
* net charge: +3



The following is a DFT calculation (the ωB97M-V functional and the def2-TZVPD basis) of C36H56AsGe2MnN2S as an isolated structure.

Element x y z (Å)
1 Mn -0.0728 -0.1949 -0.0147
2 S 2.4420 0.4856 3.6368
3 C 3.3387 -0.6893 2.7866
4 C 2.7545 -1.0261 1.5997
5 C 1.5252 -0.3488 1.3437
6 C 1.2466 0.5107 2.3815
7 C 0.0561 1.3509 2.4683
8 C -0.1623 2.2652 3.5022
9 C -1.3391 2.9777 3.5445
10 C -2.3002 2.7704 2.5582
11 C -2.0140 1.8700 1.5561
12 N -0.8653 1.1835 1.4950
13 H 4.2587 -1.0662 3.2024
14 H 3.1994 -1.7475 0.9264
15 H 0.5924 2.3999 4.2634
16 H -1.5163 3.6867 4.3420
17 H -3.2427 3.2961 2.5649
18 H -2.7280 1.6803 0.7657
19 C 4.3644 2.2338 -1.6397
20 C 3.2929 1.5301 -0.8065
21 Ge 1.8768 0.7685 -1.9309
22 C 2.1013 -1.1699 -2.1831
23 C 3.4785 -1.4501 -2.7883
24 C 1.7165 1.6776 -3.6538
25 C 0.5186 2.2853 -3.7300
26 Ge -0.3129 2.0758 -1.9489
27 C -2.1608 1.3540 -1.9272
28 C -3.2553 2.4208 -1.8976
29 C -0.0428 3.6882 -0.8619
30 C -0.5773 4.9966 -1.4438
31 C -0.0148 2.9982 -4.9095
32 C 0.5495 2.8176 -6.1761
33 C 0.0496 3.4896 -7.2764
34 C -1.0309 4.3518 -7.1367
35 C -1.6108 4.5289 -5.8909
36 C -1.1071 3.8507 -4.7917
37 H 5.1434 2.6518 -1.0018
38 H 3.9427 3.0487 -2.2291
39 H 4.8444 1.5457 -2.3379
40 H 2.8330 2.2236 -0.1000
41 H 3.7224 0.7259 -0.2092
42 H 1.3047 -1.5272 -2.8365
43 H 2.0016 -1.6777 -1.2204
44 H 3.6044 -0.9351 -3.7413
45 H 3.6241 -2.5159 -2.9653
46 H 4.2768 -1.1165 -2.1240
47 H 2.4378 1.7163 -4.4628
48 H -2.2980 0.6832 -1.0735
49 H -2.2503 0.7249 -2.8160
50 H -3.1362 3.0914 -1.0460
51 H -4.2439 1.9652 -1.8248
52 H -3.2433 3.0300 -2.8021
53 H 1.0433 3.7640 -0.7541
54 H -0.4435 3.5153 0.1396
55 H -0.1084 5.2222 -2.3999
56 H -0.3639 5.8278 -0.7713
57 H -1.6566 4.9732 -1.6015
58 H 1.3781 2.1349 -6.2988
59 H 0.4980 3.3385 -8.2484
60 H -1.4212 4.8770 -7.9973
61 H -2.4546 5.1954 -5.7742
62 H -1.5588 3.9978 -3.8174
63 C -1.6679 -4.8305 -2.4299
64 C -2.2274 -3.4536 -2.8113
65 C -1.9293 -3.1354 -4.2821
66 C -3.7326 -3.3681 -2.5268
67 C -1.5556 -2.4416 -1.9844
68 N -1.0231 -1.6505 -1.3438
69 H -2.1615 -5.5841 -3.0423
70 H -1.8565 -5.0612 -1.3826
71 H -0.5951 -4.8863 -2.6112
72 H -2.4185 -3.8853 -4.9023
73 H -0.8593 -3.1650 -4.4844
74 H -2.3112 -2.1542 -4.5604
75 H -4.2414 -4.1047 -3.1476
76 H -4.1255 -2.3816 -2.7708
77 H -3.9544 -3.5841 -1.4815
78 C -3.9669 -2.4357 1.4434
79 C -2.7321 -3.3280 1.5192
80 As -1.0652 -2.3035 1.7267
81 C -0.8294 -2.2926 3.6685
82 C -1.6998 -1.2607 4.3773
83 C 0.2321 -3.6967 1.2392
84 C 0.0235 -5.0629 1.8804
85 H -4.8705 -3.0233 1.2735
86 H -3.8778 -1.7113 0.6300
87 H -4.1111 -1.8730 2.3657
88 H -2.6251 -3.8995 0.5931
89 H -2.8130 -4.0540 2.3297
90 H 0.2312 -2.0858 3.8375
91 H -1.0391 -3.2945 4.0466
92 H -1.5022 -0.2510 4.0148
93 H -1.5115 -1.2725 5.4510
94 H -2.7612 -1.4628 4.2301
95 H 1.2083 -3.2871 1.5030
96 H 0.2107 -3.7767 0.1471
97 H 0.0634 -5.0054 2.9675
98 H 0.8017 -5.7572 1.5633
99 H -0.9372 -5.4989 1.6036

Values from the calculation:
* HOMO level (alpha / beta): -0.369 / -0.389 Eh
* molecular weight: 824.01 g/mol
* multiplicity: 6
* LUMO energy (alpha / beta): -2.273 / -2.484 eV
* energy relative to the best compared isomer or geometry (same formula, charge and spin): 0.0 kcal per mole
* orbital gap (alpha / beta): 0.286 / 0.298 Ha
* net charge: +1